[1]
DFT (ωB97M-V with the def2-TZVPD basis set) results for a cluster of 10 separate species, C5H30N2O10 in total at a distorted geometry.

```
47
Properties=species:S:1:pos:R:3:forces:R:3
C -0.701 -3.496 0.293 1.2 -1.8 -0.1
C -0.703 -2.787 -1.056 -2.6 1.0 0.7
C -0.876 -1.258 -0.870 -1.3 -0.6 2.7
N 0.355 -0.648 -0.261 -4.1 -2.8 -3.3
C 0.651 0.662 -0.439 3.1 -1.1 2.4
O 1.438 1.018 0.440 0.3 2.1 0.2
C 0.319 1.548 -1.588 -2.6 3.5 1.2
N 0.887 2.954 -1.483 -1.8 -2.5 -1.3
H -1.150 -4.468 0.157 0.3 -0.8 -0.4
H 0.326 -3.721 0.726 -1.2 0.7 -0.3
H -1.414 -3.155 1.006 -0.1 1.3 0.7
H -1.597 -3.186 -1.662 1.4 0.7 0.7
H 0.203 -2.948 -1.567 1.1 -0.4 -0.9
H -1.276 -0.832 -1.738 0.4 1.1 -1.7
H -1.798 -1.064 -0.138 1.8 -0.6 -1.1
H 0.642 -1.359 0.425 0.8 1.9 0.2
H 0.497 1.222 -2.554 0.7 -1.4 -1.7
H -0.860 1.819 -1.730 2.6 -1.7 1.0
H 0.734 3.288 -0.569 0.9 0.7 0.8
H 1.722 3.080 -2.004 0.9 0.4 0.7
O -2.322 1.855 -2.153 -0.9 2.6 -1.1
H -2.147 2.751 -2.619 -0.8 -2.2 1.2
H -2.829 2.080 -1.290 0.7 0.2 -1.2
O 3.310 -1.761 -1.713 -0.6 -1.2 1.1
H 2.457 -1.341 -1.542 0.1 0.0 0.2
H 3.675 -1.236 -2.400 0.5 0.8 -1.1
O -2.541 2.900 2.308 -0.2 0.0 0.1
H -2.061 3.736 2.273 0.1 -0.3 0.2
H -2.081 2.258 2.884 0.0 0.2 -0.4
O 3.610 0.658 -2.822 0.0 -2.2 -4.3
H 3.950 0.892 -2.017 0.1 1.8 3.1
H 2.827 0.991 -3.254 -0.1 0.7 1.0
O 2.733 0.246 3.099 0.8 0.3 -0.7
H 3.518 0.335 2.513 -0.1 -0.4 0.8
H 2.117 0.542 2.425 -0.8 0.1 -0.2
O 4.358 -0.932 1.012 0.4 1.8 -0.2
H 4.200 -1.748 1.426 -0.4 -1.6 1.0
H 4.603 -1.161 0.123 -0.1 -0.2 -0.8
O -1.407 0.364 3.199 1.0 -0.1 -0.2
H -1.502 -0.346 2.512 0.6 0.8 1.1
H -0.449 0.505 3.435 -1.4 -0.6 -0.7
O -3.128 -1.564 2.018 0.8 -0.2 -0.7
H -3.737 -2.079 2.523 -0.5 -0.7 0.6
H -3.487 -0.689 2.048 -0.4 0.9 0.1
O -3.725 2.274 -0.108 -0.5 -1.3 1.2
H -3.933 1.306 -0.080 0.0 1.2 0.1
H -3.411 2.495 0.811 0.1 -0.1 -0.6
```
Forces are in eV/Å.

ΔE to the lowest compared entry with this formula, charge and spin   98.6 kcal per mole
HOMO-LUMO gap   8.614 eV
Maximum force   6.0 eV/A
Structure (SMILES)   CCCNC(=O)CN.O.O.O.O.O.O.O.O.O
Total charge   0
LUMO energy   0.01 eV



[2]
DFT (ωB97M-V with the def2-TZVPD basis set) results for a cluster of 9 separate species, C5H30N2O9 in total at a distorted geometry.

```
46
Properties=species:S:1:pos:R:3:forces:R:3
C 1.303 -1.138 2.685 -0.3 -0.8 2.0
C 0.992 -1.276 1.197 -0.8 0.7 1.0
N -0.016 -0.223 0.949 0.7 1.0 -0.6
C 2.322 -1.047 0.440 -0.8 -1.5 -1.1
N 2.301 -1.124 -1.053 -0.2 0.6 2.3
C 2.396 0.162 -1.698 0.5 -1.4 -3.7
C 1.189 1.024 -1.946 -1.4 1.3 0.3
O 1.195 2.059 -0.962 -0.2 0.3 0.1
H 0.531 -1.576 3.349 -0.1 0.1 -0.7
H 1.390 -0.120 3.111 0.2 -0.1 -0.9
H 2.184 -1.670 3.049 0.3 0.0 -0.5
H 0.364 -2.188 1.063 1.3 0.0 -0.3
H 0.470 0.686 1.077 -0.5 -0.6 -0.2
H -0.271 -0.215 -0.039 -0.2 -0.2 0.2
H 2.591 -0.057 0.772 0.6 0.4 -0.1
H 3.081 -1.777 0.727 -0.1 0.1 0.6
H 1.519 -1.697 -1.341 -0.1 0.2 -0.4
H 2.693 -0.133 -2.755 -0.1 0.4 0.9
H 3.268 0.731 -1.361 -0.4 0.0 0.4
H 1.196 1.528 -2.939 0.3 -0.6 0.4
H 0.203 0.513 -1.881 0.8 -0.2 -0.2
H 0.343 2.534 -0.875 0.4 -0.7 -0.4
O 2.278 3.172 1.127 0.0 -1.3 -0.2
H 2.984 3.122 0.471 0.3 0.7 0.1
H 1.840 2.336 0.818 0.1 0.8 0.4
O -0.394 3.279 0.700 -0.5 0.5 0.2
H -0.755 3.154 1.589 0.3 -0.1 0.1
H 0.516 3.623 0.784 -0.3 0.0 0.3
O -3.513 -1.522 0.892 0.4 0.1 -0.2
H -3.343 -2.480 0.890 -0.5 0.3 0.2
H -4.367 -1.266 1.241 -0.2 -0.6 0.2
O -0.619 -2.006 -3.322 -0.4 -0.1 0.4
H -1.129 -1.648 -2.574 0.1 0.3 0.0
H -1.327 -2.159 -3.955 0.2 -0.1 -0.2
O -2.304 -3.885 -0.526 0.2 -0.2 0.3
H -1.398 -4.230 -0.432 -0.5 0.3 -0.2
H -2.289 -3.244 -1.245 0.3 0.0 0.0
O -2.502 -0.761 -1.455 -0.2 -0.2 -0.3
H -2.452 0.192 -1.253 0.1 -0.2 -0.1
H -3.186 -1.128 -0.857 0.6 0.4 0.1
O -1.957 2.006 -1.199 -0.1 0.0 0.4
H -1.762 2.412 -0.331 0.2 -0.1 -0.4
H -2.696 2.514 -1.544 0.0 0.1 -0.1
O -1.160 1.511 2.957 -0.3 -0.2 -0.6
H -0.425 1.129 3.448 -0.1 0.0 -0.1
H -1.288 0.883 2.204 0.3 0.2 0.7
```
Forces are in eV/Å.

ΔE to the lowest compared entry with this formula, charge and spin   37.3 kcal per mole
HOMO-LUMO gap   8.963 eV
Maximum force   4.0 eV/A
Structure (SMILES)   C[C@@H](N)CNCCO.O.O.O.O.O.O.O.O
Total charge   0
LUMO energy   0.32 eV



[3]
DFT (ωB97M-V with the def2-TZVPD basis set) results for a cluster of 11 separate species, C5H30NO11 in total at a distorted geometry.

```
47
Properties=species:S:1:pos:R:3:forces:R:3
C 0.781 -2.049 1.934 0.8 -0.4 -1.3
O 2.113 -2.440 2.128 2.0 0.2 -0.9
C 0.699 -0.529 1.659 0.4 -0.1 0.6
C -0.401 -0.192 0.663 -0.9 -0.6 -1.3
C -0.479 1.342 0.458 0.5 0.2 1.0
C -2.017 2.199 -1.140 1.1 -0.1 0.2
N -1.833 1.674 0.014 0.1 1.0 -1.3
H 0.363 -2.661 1.085 0.0 0.8 0.4
H 0.249 -2.385 2.828 -0.2 0.3 0.1
H 1.721 -0.154 1.295 -1.6 -0.6 0.4
H 0.547 -0.008 2.656 0.1 -0.3 -1.0
H -1.444 -0.651 0.908 1.9 1.0 0.0
H -0.205 -0.682 -0.364 0.0 0.7 1.6
H 0.362 1.662 -0.225 -1.1 -0.2 0.6
H -0.288 1.890 1.479 -0.4 -1.0 -1.8
H -3.013 2.445 -1.453 -0.7 0.0 0.1
H -1.244 2.422 -1.930 -0.4 -0.3 1.3
H -1.760 -1.645 -1.967 -1.2 -0.2 1.1
H -0.746 -0.674 -2.575 0.1 0.3 -0.1
O -1.041 -1.597 -2.572 0.9 -0.3 -1.3
H 2.731 -2.171 1.302 -2.0 -0.5 1.6
H 2.861 -2.392 -0.864 0.8 1.3 1.6
O 3.292 -1.754 -0.181 -0.5 -1.3 -1.5
H -2.107 1.143 2.352 -0.5 -1.2 1.2
H -1.577 -0.161 3.039 -1.4 1.0 0.0
O -2.392 0.425 3.004 2.0 0.4 -0.7
H 2.953 -0.897 -0.550 0.2 -0.2 0.3
H 2.849 0.532 -2.121 0.2 0.0 -0.1
O 2.195 0.298 -1.457 0.2 0.3 0.0
H 3.296 1.567 0.874 0.4 -0.3 0.5
H 2.480 1.326 -0.477 0.5 0.9 0.9
O 2.789 2.062 0.244 -0.5 -0.5 -1.3
H 0.913 0.671 -2.068 -0.3 0.0 -0.3
H 0.342 0.918 -3.532 -0.6 -0.1 1.6
O 0.033 0.857 -2.583 0.9 0.3 -1.9
H 0.401 3.750 0.503 -1.5 -0.1 -1.0
H 1.761 3.306 0.829 0.6 -0.4 0.0
O 1.087 3.945 1.101 0.8 0.9 1.2
H 1.754 -1.231 -1.935 -0.4 -1.2 -0.5
H 0.597 -2.191 -2.269 -1.2 -0.2 -0.2
O 1.546 -2.187 -2.196 1.6 0.9 0.3
H -3.336 -1.317 -0.171 -0.6 0.7 0.9
H -2.825 -2.749 -0.227 0.2 -0.5 0.4
O -3.001 -1.987 -0.765 0.1 -0.5 -1.2
H -3.516 0.568 0.488 0.1 0.1 0.1
H -3.521 -0.130 1.842 -0.7 -0.1 -1.2
O -3.966 -0.168 0.936 0.2 0.2 1.0
```
Forces are in eV/Å.

ΔE to the lowest compared entry with this formula, charge and spin   22.1 kcal per mole
HOMO-LUMO gap   9.437 eV
Maximum force   2.6 eV/A
Total charge   -1
LUMO energy   2.89 eV



[4]
DFT (ωB97M-V with the def2-TZVPD basis set) results for a cluster of 10 separate species, C5H31NO10S in total at a distorted geometry.

```
48
Properties=species:S:1:pos:R:3:forces:R:3
O 2.237 2.449 -0.145 -1.3 2.0 -0.2
C 1.592 2.330 1.185 2.6 -0.3 -0.3
C 0.085 2.398 1.122 0.5 0.4 0.8
C -0.641 1.344 0.353 0.0 -2.9 -1.1
N -0.476 0.026 0.999 -2.3 0.9 0.6
C -1.346 -1.040 0.471 2.2 -0.4 0.5
C -1.230 -2.298 1.401 0.4 2.4 0.9
S -1.741 -1.793 3.123 0.6 -0.9 -0.2
H 1.831 3.211 -0.636 0.6 -0.9 0.7
H 1.955 3.173 1.906 -0.3 -1.6 -1.3
H 2.138 1.333 1.385 -1.7 1.5 1.0
H -0.188 3.377 0.695 0.1 0.0 0.3
H -0.210 2.387 2.213 -0.2 0.0 -1.3
H -1.707 1.553 0.393 0.1 0.0 -0.3
H -0.360 1.100 -0.747 -0.3 1.6 1.3
H 0.455 -0.262 1.071 1.3 -0.3 0.1
H -2.355 -0.696 0.449 -0.8 0.2 0.2
H -1.066 -1.246 -0.567 -0.2 -0.6 -0.1
H -0.229 -2.716 1.555 -0.5 0.2 -0.3
H -1.880 -3.041 1.078 -1.0 -1.4 -0.7
H -2.540 -0.847 2.705 -0.6 0.7 -0.1
O -3.590 2.287 -0.139 3.1 -0.5 1.9
H -4.328 2.539 -0.582 -3.8 0.7 -2.2
H -3.168 3.145 -0.027 0.4 -0.1 0.2
O 0.657 1.255 4.318 1.4 2.1 2.2
H 0.088 1.999 4.568 0.5 -0.1 0.3
H 0.116 0.846 3.714 -1.9 -2.2 -2.6
O 2.045 -0.987 1.901 -4.2 2.1 0.0
H 2.818 -1.264 1.571 4.8 -1.6 -1.7
H 1.980 -1.225 2.792 -0.1 -0.4 2.2
O 2.104 0.064 -1.325 -0.3 -1.0 0.6
H 1.646 -0.312 -0.553 0.1 -0.6 -0.6
H 2.076 0.972 -1.030 0.7 1.6 0.3
O 1.417 -2.670 -0.056 1.1 -1.2 -0.3
H 1.152 -2.127 0.683 0.2 0.1 0.5
H 2.268 -3.110 0.165 -0.9 0.5 -0.1
O -1.254 -2.785 -2.469 -2.8 -0.8 1.3
H -0.325 -2.843 -2.565 1.5 0.3 -1.1
H -1.717 -2.340 -3.187 0.9 0.2 -0.1
O 1.359 -2.456 -2.684 0.5 3.2 0.7
H 1.412 -1.411 -2.884 -0.2 -3.8 0.9
H 1.329 -2.520 -1.662 0.2 0.5 -2.1
O -1.792 -0.511 -3.870 3.5 -0.3 -2.5
H -2.329 -0.132 -3.251 -2.4 1.5 2.6
H -0.910 -0.028 -3.719 -1.4 -1.0 -0.3
O 0.501 0.910 -3.245 -1.0 0.3 -0.5
H 1.098 0.663 -2.539 0.5 -0.5 0.6
H 1.025 1.298 -3.935 0.4 0.2 -0.5
```
Forces are in eV/Å.

ΔE to the lowest compared entry with this formula, charge and spin   83.4 kcal per mole
HOMO-LUMO gap   8.369 eV
Maximum force   5.3 eV/A
Structure (SMILES)   OCCCNCCS.O.O.O.O.O.O.O.O.O
Total charge   0
LUMO energy   -0.03 eV